## A
The following is a quantum chemistry calculation of a gas-phase ion, C4H8NO2 (charge +1), from the Open Molecules 2025 dataset.

For the HOMO energy, the calculation gives -0.5450 Ha. For the orbital gap, the calculation gives 0.41689 hartree.

The geometry in ORCA input format:
```
! RIJCOSX wB97M-V def2-TZVPD def2/J DEFGRID3
* xyz 1 1
O 1.52 0.00 -1.18
O 1.86 -0.17 1.04
N -0.18 -1.07 0.12
C 0.97 0.10 0.06
C -1.46 -0.44 -0.11
C 0.14 1.39 0.12
C -1.13 1.09 -0.21
H -0.29 -1.57 1.04
H -2.32 -0.49 0.64
H 1.62 0.09 1.93
H -1.98 1.83 -0.35
H -1.86 -0.79 -1.08
H 2.40 -0.49 -1.26
H 0.15 -1.76 -0.62
H 0.57 2.29 -0.13
*
```

---

## B
The following is a quantum chemistry calculation of 2 unconnected molecules or ions with the total composition C4H8NO2, from the Open Molecules 2025 dataset.

For the HOMO energy, the calculation gives -0.5580 Ha. For the orbital gap, the calculation gives 0.33231 hartree.

The geometry in ORCA input format:
```
! RIJCOSX wB97M-V def2-TZVPD def2/J DEFGRID3
* xyz 1 1
O 0.11 0.70 2.37
O 0.74 0.11 -1.12
N 0.06 0.06 -0.17
C 2.21 0.96 1.09
C 0.90 0.71 1.53
C -1.79 -0.78 -1.54
C -1.10 -0.65 -0.10
H -1.91 -0.11 0.57
H -2.07 -1.76 -1.69
H -0.95 -1.64 0.37
H -1.17 -0.46 -2.37
H 2.52 1.97 1.34
H 2.17 0.73 0.01
H 3.01 0.26 1.41
H -2.72 -0.11 -1.70
*
```

---

## C
The following is a quantum chemistry calculation of a gas-phase ion, C4H8NO2 (charge +1), from the Open Molecules 2025 dataset.

For the HOMO energy, the calculation gives -0.4920 Ha. For the orbital gap, the calculation gives 0.34382 hartree.

The geometry in ORCA input format:
```
! RIJCOSX wB97M-V def2-TZVPD def2/J DEFGRID3
* xyz 1 1
O 0.01 1.52 -0.29
O -3.78 -0.38 0.28
N 2.26 -0.10 0.61
C -1.44 -0.43 -0.05
C 1.21 -0.60 -0.41
C -0.27 0.18 -0.15
C -2.78 0.18 -0.05
H -2.87 1.21 -0.44
H 2.39 0.90 0.43
H -1.56 -1.56 -0.01
H -0.67 2.20 -0.15
H 0.76 -1.61 -0.18
H 3.04 -0.65 0.33
H 2.11 -0.29 1.54
H 1.58 -0.56 -1.44
*
```

---

Of them, A has the highest stability.

---

## A
The following is a quantum chemistry calculation of a single C3H4N2OS molecule, from the Open Molecules 2025 dataset.

For the HOMO energy (alpha / beta), the calculation gives -0.3288 / -0.3289 Ha. For the orbital gap (alpha / beta), the calculation gives 0.27482 / 0.27509 hartree.

The geometry in ORCA input format:
```
! RIJCOSX wB97M-V def2-TZVPD def2/J DEFGRID3
* xyz 0 1
S 2.51 0.77 -0.17
O -2.23 1.83 0.34
N 2.99 -0.50 0.54
N 0.94 0.76 -0.37
C -1.23 -0.30 -0.05
C 0.11 -0.25 -0.21
C -2.38 0.69 -0.10
H 0.48 -1.20 -0.10
H -1.78 -1.30 -0.21
H 3.88 -0.82 0.75
H -3.30 0.32 -0.44
*
```

---

## B
The following is a quantum chemistry calculation of a single C3H4N2OS molecule, from the Open Molecules 2025 dataset.

For the HOMO energy, the calculation gives -0.3144 Ha. For the orbital gap, the calculation gives 0.33458 hartree.

The geometry in ORCA input format:
```
! RIJCOSX wB97M-V def2-TZVPD def2/J DEFGRID3
* xyz 0 1
S 0.79 0.21 3.01
O 0.50 -1.37 3.51
N 0.73 -0.79 0.08
N 0.11 -0.61 -1.03
C -0.50 1.14 0.14
C -0.56 0.59 -1.08
C 0.32 0.24 0.83
H -1.18 0.97 -1.84
H 0.29 -1.26 -1.80
H 0.94 -2.03 2.88
H -0.77 2.20 0.24
*
```

---

Of them, B has the highest stability.

---

## A
The following is a quantum chemistry calculation of a single C3H4N2OS molecule, from the Open Molecules 2025 dataset.

For the HOMO energy, the calculation gives -0.3078 Ha. For the orbital gap, the calculation gives 0.32489 hartree.

The geometry in ORCA input format:
```
! RIJCOSX wB97M-V def2-TZVPD def2/J DEFGRID3
* xyz 0 1
S 1.77 -0.76 0.29
O -0.48 2.17 -0.36
N -0.96 -0.12 -0.61
N 0.64 -1.74 -0.38
C 0.83 0.61 1.08
C -0.60 -1.41 -0.69
C -0.29 1.02 0.05
H -1.61 0.44 -1.30
H 0.39 0.58 2.07
H -1.07 -2.28 -1.38
H 1.38 1.48 1.24
*
```

---

## B
The following is a quantum chemistry calculation of a single C3H4N2OS molecule, from the Open Molecules 2025 dataset.

For the HOMO energy, the calculation gives -0.2811 Ha. For the orbital gap, the calculation gives 0.30278 hartree.

The geometry in ORCA input format:
```
! RIJCOSX wB97M-V def2-TZVPD def2/J DEFGRID3
* xyz 0 1
S -3.18 -0.64 -0.04
O -0.54 -1.04 -0.07
N -1.06 1.06 -0.05
N 1.78 -1.07 -0.14
C -1.59 -0.18 -0.06
C 0.63 -0.33 -0.05
C 0.34 0.99 -0.04
H 2.62 -0.58 0.17
H -1.66 1.91 -0.04
H 1.68 -1.99 0.33
H 0.98 1.87 -0.01
*
```

---

## C
The following is a quantum chemistry calculation of 2 unconnected molecules or ions with the total composition C3H4N2OS, from the Open Molecules 2025 dataset.

For the HOMO energy, the calculation gives -0.3319 Ha. For the orbital gap, the calculation gives 0.34778 hartree.

The geometry in ORCA input format:
```
! RIJCOSX wB97M-V def2-TZVPD def2/J DEFGRID3
* xyz 0 1
S -4.18 -0.49 0.47
O -0.19 3.03 0.83
N -2.59 0.96 -0.98
N -3.24 0.38 -0.31
C 0.15 -0.64 -0.57
C -0.03 1.88 0.12
C 0.14 0.76 -0.26
H -0.66 -0.66 -1.21
H 1.12 -0.77 -1.09
H -0.96 3.65 0.56
H 0.17 -1.47 0.25
*
```

---

## D
The following is a quantum chemistry calculation of a single C3H4N2OS molecule, from the Open Molecules 2025 dataset.

For the HOMO energy, the calculation gives -0.3081 Ha. For the orbital gap, the calculation gives 0.26620 hartree.

The geometry in ORCA input format:
```
! RIJCOSX wB97M-V def2-TZVPD def2/J DEFGRID3
* xyz 0 1
S -2.50 -1.52 -0.15
O -1.57 1.87 0.13
N 0.46 1.03 -0.19
N 0.03 -0.29 -0.14
C -0.41 2.04 -0.14
C 1.08 -1.21 0.07
C -1.17 -0.67 -0.19
H 1.87 -0.54 0.59
H 0.85 -1.95 0.95
H 1.30 -1.81 -0.87
H 0.07 3.04 -0.07
*
```

---

Of them, B has the highest stability.

---

## A
The following is a quantum chemistry calculation of a single C3H4N2OS molecule, from the Open Molecules 2025 dataset.

For the HOMO energy, the calculation gives -0.3428 Ha. For the orbital gap, the calculation gives 0.36735 hartree.

The geometry in ORCA input format:
```
! RIJCOSX wB97M-V def2-TZVPD def2/J DEFGRID3
* xyz 0 1
S -1.32 -0.30 -1.77
O 0.30 1.75 1.16
N 1.03 0.57 1.31
N 1.01 -1.54 0.26
C -0.57 1.60 0.17
C 0.56 -0.25 0.39
C -0.47 0.37 -0.38
H 1.89 -1.70 0.69
H -1.19 2.47 -0.05
H 0.96 -1.90 -0.68
H -2.19 -1.07 -1.11
*
```

---

## B
The following is a quantum chemistry calculation of a molecular structure, C3H4N2OS, from the Open Molecules 2025 dataset.

For the HOMO energy, the calculation gives -0.2998 Ha. For the orbital gap, the calculation gives 0.30352 hartree.

The geometry in ORCA input format:
```
! RIJCOSX wB97M-V def2-TZVPD def2/J DEFGRID3
* xyz 0 1
S -0.82 -1.42 -0.34
O 0.97 1.88 0.46
N -1.63 1.05 -0.97
N -0.97 0.19 -0.13
C 1.34 -0.55 0.85
C 0.61 -1.62 0.40
C 0.77 0.72 0.56
H -2.18 1.83 -0.42
H 0.92 -2.50 0.92
H -1.07 1.68 -1.44
H 2.39 -0.47 1.10
*
```

---

## C
The following is a quantum chemistry calculation of a molecular structure, C3H4N2OS, from the Open Molecules 2025 dataset.

For the HOMO energy, the calculation gives -0.3208 Ha. For the orbital gap, the calculation gives 0.33801 hartree.

The geometry in ORCA input format:
```
! RIJCOSX wB97M-V def2-TZVPD def2/J DEFGRID3
* xyz 0 1
S 2.03 0.54 -0.08
O -2.57 0.64 -0.12
N 0.26 -1.40 0.00
N -0.57 -0.40 0.08
C 0.41 1.21 0.07
C 1.49 -1.15 -0.07
C -1.91 -0.36 -0.06
H 0.04 1.75 -0.79
H 0.18 1.65 1.03
H 2.23 -1.92 -0.13
H -2.32 -1.39 -0.10
*
```

---

Of them, A has the highest stability.

---

## A
The following is a quantum chemistry calculation of a single C2H3BrO2 molecule, from the Open Molecules 2025 dataset.

For the HOMO energy, the calculation gives -0.3656 Ha. For the orbital gap, the calculation gives 0.34557 hartree.

The geometry in ORCA input format:
```
! RIJCOSX wB97M-V def2-TZVPD def2/J DEFGRID3
* xyz 0 1
Br -0.78 2.46 0.61
O -0.49 -0.11 2.40
O -0.68 -0.53 0.97
C 0.27 0.15 -1.02
C -0.26 0.34 0.14
H 0.22 0.61 2.26
H 0.34 0.99 -1.71
H 0.93 -0.77 -1.25
*
```

---

## B
The following is a quantum chemistry calculation of a single C2H3BrO2 molecule, from the Open Molecules 2025 dataset.

For the HOMO energy, the calculation gives -0.3721 Ha. For the orbital gap, the calculation gives 0.39413 hartree.

The geometry in ORCA input format:
```
! RIJCOSX wB97M-V def2-TZVPD def2/J DEFGRID3
* xyz 0 1
Br 1.98 1.00 0.33
O 0.90 -1.50 -0.90
O 0.67 -1.51 0.51
C -0.79 0.42 0.00
C 0.50 -0.23 0.09
H -1.40 -0.30 -0.52
H -0.55 1.49 -0.43
H -1.32 0.64 0.91
*
```

---

Of them, B has the highest stability.

---

## A
The following is a quantum chemistry calculation of 3 unconnected molecules or ions with the total composition H2O5P2, from the Open Molecules 2025 dataset.

For the HOMO energy, the calculation gives -0.0793 Ha. For the orbital gap, the calculation gives 0.30680 hartree.

The geometry in ORCA input format:
```
! RIJCOSX wB97M-V def2-TZVPD def2/J DEFGRID3
* xyz -2 1
P 2.13 2.07 4.75
P -0.95 -1.95 -1.58
O -1.61 -0.31 -3.57
O 0.71 1.79 5.11
O 2.26 3.38 3.97
O -0.83 -3.30 -2.10
O 0.58 -1.18 -1.57
H 0.10 -0.45 -2.11
H -2.38 -0.05 -2.89
*
```

---

## B
The following is a quantum chemistry calculation of 3 unconnected molecules or ions with the total composition H2O5P2, from the Open Molecules 2025 dataset.

For the HOMO energy, the calculation gives -0.0718 Ha. For the orbital gap, the calculation gives 0.30456 hartree.

The geometry in ORCA input format:
```
! RIJCOSX wB97M-V def2-TZVPD def2/J DEFGRID3
* xyz -2 1
P -5.29 5.51 2.69
P 0.08 1.79 0.48
O -6.31 4.50 2.29
O -4.78 6.30 1.51
O -0.42 1.56 -1.02
O 0.37 -0.80 -0.72
O 0.88 3.00 0.52
H -0.12 0.54 -1.00
H 0.42 -1.74 -0.93
*
```

---

Of them, B has the highest stability.